# C24H43AuN2OP3

A molecular structure, C24H43AuN2OP3 in a non-equilibrium geometry (wB97M-V/def2-TZVPD, OMol25).

Geometry as XYZ:
```
74
Properties=species:S:1:pos:R:3:forces:R:3:lowdin_spin:R:1
Au 0.886 1.101 -1.151 0.5491 -0.3642 0.7219 0.360
P 1.216 2.678 0.451 0.2795 -0.1268 -0.0280 0.095
P 1.751 -0.912 0.228 1.0107 -0.3092 -0.1402 0.259
P -3.445 -0.884 2.982 -1.1036 0.7365 -0.5968 0.279
H -2.516 0.408 -4.573 -0.7725 0.5163 -0.2682 0.000
C -3.298 1.028 -4.097 0.4389 1.0481 -0.0269 0.003
C -3.003 2.278 -3.672 -0.3916 -0.8663 -0.6755 0.007
H -2.166 2.800 -4.146 0.2437 -0.2089 0.9610 0.000
C 1.877 4.261 -0.194 -0.3247 0.1262 -0.2200 0.037
C 2.552 2.182 1.592 0.0002 0.3119 0.3843 0.001
C -0.423 2.810 1.220 -0.2091 0.5705 0.3714 0.014
C 1.032 -2.547 -0.072 -0.7089 -0.1051 -0.0625 0.050
C 3.458 -1.172 -0.352 -0.0842 0.3890 -0.2565 0.024
C 2.054 -0.776 2.018 -0.2370 0.1302 0.4163 0.040
C -5.022 -0.156 3.411 -0.4067 0.0303 0.8621 0.034
C -1.979 -0.219 3.786 0.9177 -0.4706 0.2803 0.039
C -3.590 -2.127 1.694 0.5015 -0.9827 -0.0270 0.039
H -4.336 0.690 -4.096 0.4445 -0.4522 0.6704 0.000
H -3.688 2.831 -3.018 0.0957 0.0385 -0.7675 0.001
H 1.333 4.625 -1.079 0.0682 -0.1349 0.4091 0.002
H 2.936 4.140 -0.478 -0.4172 -0.1245 0.1964 0.000
H 1.816 5.011 0.612 0.0083 -0.1970 -0.2538 0.007
H 3.310 1.578 1.059 -0.4440 0.3854 0.1805 0.000
H 2.181 1.628 2.466 0.1444 0.4428 -0.4091 0.000
H 3.053 3.093 1.938 -0.0996 -0.1543 0.0647 0.000
H -1.213 2.395 0.567 0.5601 0.1568 0.3061 0.004
H -0.651 3.873 1.384 -0.0335 -0.2812 0.2716 0.001
H -0.427 2.259 2.177 -0.0204 0.3632 -0.3615 0.001
H 1.461 -3.258 0.659 -0.1743 0.3137 -0.3303 0.011
H 1.270 -2.883 -1.094 -0.1062 0.1913 0.3474 0.000
H -0.063 -2.505 0.043 0.3520 -0.2027 -0.0313 0.001
H 3.781 -2.159 0.012 0.0146 0.3251 -0.1372 0.007
H 4.099 -0.385 0.067 -0.0102 -0.2913 -0.1950 0.000
H 3.501 -1.134 -1.449 0.0783 -0.1432 0.3144 0.001
H 2.254 -1.771 2.434 -0.1670 0.0910 -0.1769 0.009
H 1.194 -0.325 2.537 0.3474 -0.2468 -0.0459 0.002
H 2.954 -0.165 2.191 -0.5091 -0.4408 -0.0726 0.000
H -5.218 -0.377 4.473 -0.3155 0.2750 -0.3899 0.010
H -5.801 -0.605 2.780 0.2493 0.0972 0.2446 -0.001
H -4.989 0.930 3.236 -0.1089 -0.3221 0.1907 0.008
H -2.243 0.533 4.556 -0.1474 -0.4548 -0.4881 -0.001
H -1.345 0.251 3.015 -0.2006 -0.1328 0.3324 0.011
H -1.419 -1.033 4.276 -0.1035 0.4128 -0.0881 0.009
H -4.432 -2.812 1.927 0.5067 0.3955 -0.1199 0.007
H -2.659 -2.714 1.665 -0.3784 0.0235 -0.0749 0.000
H -3.735 -1.663 0.689 0.0479 -0.2065 0.7213 0.013
C -3.806 0.592 -0.287 1.0573 1.1865 0.9936 -0.013
C -3.540 -0.428 -1.258 -0.8952 -0.4354 -0.4176 0.142
C -4.688 -1.116 -1.659 1.1610 0.8026 -0.0211 -0.010
C -5.931 -0.596 -1.241 -1.2137 -0.1433 -0.9145 0.201
C -6.024 0.814 -1.110 0.3144 0.0717 0.2104 -0.014
C -4.879 1.444 -0.621 -0.3120 -0.1793 0.7804 0.094
O -3.059 0.834 0.828 0.1714 0.5497 -2.6887 0.117
H -3.348 0.266 1.702 0.0470 -0.0712 -0.1191 0.010
H -2.684 -0.252 -1.928 0.2190 -1.0271 0.8182 0.003
H -4.628 -1.866 -2.452 -0.1792 -0.0474 0.5265 0.000
H -6.832 -1.226 -1.219 0.3507 0.4518 -0.5332 0.008
H -6.943 1.352 -1.394 0.4554 -0.3549 0.5852 -0.002
H -4.688 2.499 -0.380 -0.8840 -0.3836 0.1526 0.003
N 2.723 0.089 -4.535 0.0567 0.3516 -0.0775 0.011
C 2.364 0.761 -3.443 -1.2510 -1.1798 -0.6070 0.021
N 1.188 0.291 -2.997 -0.0146 0.3048 -0.2671 0.033
C 0.736 -0.716 -3.858 0.8251 0.0010 0.1095 0.000
C -0.288 -1.666 -3.765 -0.2125 -0.0953 -0.3655 0.002
C -0.333 -2.656 -4.761 0.3511 0.8320 0.5155 0.000
C 0.661 -2.714 -5.755 0.5598 0.1125 -0.3525 0.001
C 1.726 -1.817 -5.797 -0.2079 -0.2085 -0.1774 0.001
C 1.708 -0.816 -4.859 0.5344 -0.0401 0.7586 0.000
H 3.636 0.176 -4.962 -0.2330 0.0308 -0.3302 0.000
H 2.887 1.599 -3.015 0.2557 -0.1008 -0.0329 0.005
H -1.019 -1.625 -2.951 0.2157 -0.0580 -0.3463 0.000
H -1.122 -3.399 -4.756 0.0771 0.0796 0.0188 0.000
H 0.640 -3.494 -6.504 -0.1509 -0.0801 0.0830 0.000
H 2.594 -1.829 -6.452 -0.4826 -0.5218 -0.3047 0.000
```
Positions in Å, forces in eV/Å.

The value obtained for the HOMO energy (spin up / spin down) is -0.57637 / -0.56646 Ha. For the orbital gap (spin up / spin down), the calculation gives 7.96 / 4.59 eV. Its multiplicity is 3. As for the charge: +3.